C25H52BClOP | wB97M-V/def2-TZVPD

The lowest unoccupied orbital energy is 0.0940 hartree. The calculation puts the total energy at -51305.93422 eV. The charge is -1. The calculation puts the largest force on an atom at 2.94 eV Å⁻¹. The value obtained for the frontier orbital gap is 6.3 eV.

Geometry as XYZ:
```
81
C25H52BClOP, DFT wB97M-V/def2-TZVPD
Cl 1.671 0.898 3.743
P 1.967 2.962 3.342
O 3.667 3.155 3.140
C 1.284 -3.629 2.434
C 4.832 2.563 -0.703
C -2.912 1.597 1.844
C -1.371 3.621 2.166
C 3.762 3.123 -2.986
C 4.913 2.576 -3.832
C 0.280 -1.997 0.697
C -5.765 -2.341 -3.851
C -3.781 2.059 2.936
C -4.625 -1.671 -1.009
C 1.588 -1.293 0.362
C -3.211 -2.249 -1.085
C 5.986 3.616 -4.132
C -3.418 3.311 3.608
C -5.751 -2.659 -1.321
C -0.067 -5.637 1.627
C 3.947 1.361 -0.402
C 0.241 -2.553 2.122
C -2.239 4.096 3.248
C 1.242 -4.862 1.531
C 4.152 3.607 -1.588
C -0.090 4.448 1.797
C -2.961 -3.364 -0.077
C -1.742 2.378 1.465
C -5.669 -3.328 -2.693
B 1.192 3.435 1.621
H -3.103 0.659 1.263
H 5.366 1.708 -3.346
H 4.467 0.668 0.264
H -2.499 -1.441 -0.893
H -0.252 -5.964 2.653
H -4.934 -1.634 -3.849
H -3.610 -4.225 -0.257
H -4.692 -0.816 -1.689
H -3.127 -3.012 0.944
H 1.429 -4.580 0.489
H -5.741 -2.875 -4.804
H 2.062 -5.529 1.819
H 5.771 2.226 -1.159
H 0.092 -2.793 -0.032
H 3.023 1.673 0.092
H -6.708 -2.130 -1.240
H 3.250 3.965 -1.083
H -1.080 2.014 0.649
H 0.376 -1.726 2.828
H 0.159 5.132 2.668
H -0.027 -6.526 0.992
H -0.254 5.132 0.919
H -2.999 -2.610 -2.096
H -6.699 -1.776 -3.805
H 6.470 3.970 -3.219
H -5.776 -3.438 -0.552
H 4.059 2.265 3.245
H -2.039 5.031 3.814
H -4.790 -1.267 -0.004
H 3.292 3.956 -3.522
H -0.762 -2.949 2.316
H 6.762 3.184 -4.770
H -6.493 -4.043 -2.778
H -0.538 -1.278 0.585
H -4.689 1.469 3.204
H 4.503 2.218 -4.782
H 3.687 0.811 -1.311
H -4.747 -3.909 -2.781
H 5.561 4.477 -4.654
H -1.929 -3.710 -0.151
H 4.811 4.478 -1.675
H -0.917 -5.037 1.297
H 1.775 -0.469 1.052
H 1.999 3.987 0.909
H 2.285 -3.189 2.382
H 2.438 -1.979 0.404
H 5.106 3.039 0.243
H -4.081 3.703 4.420
H 1.150 -3.947 3.474
H 2.991 2.350 -2.902
H 0.936 2.397 1.071
H 1.545 -0.883 -0.650
```